#P
{"formula": "C3H8P2", "method": "ωB97M-V with the def2-TZVPD basis set", "homo_lumo_gap_ev": 8.02, "e_homo_ev": -8.71, "multiplicity": 1, "lumo_energy_ev": -0.697, "species": ["C", "H", "H", "H", "H", "P", "H", "H", "C", "C", "H", "H", "P"], "coordinates": [[1.08, -1.32, -0.72], [2.07, -1.54, -1.04], [-2.33, -0.11, -0.98], [0.56, -2.14, -0.27], [-1.61, -0.04, 1.57], [2.73, 1.14, -0.03], [-0.73, 1.50, 1.22], [3.42, 1.22, 1.18], [-1.78, 0.80, -0.44], [-1.35, 0.68, 0.79], [0.42, -0.64, -1.49], [-1.41, 1.39, -1.24], [1.58, -0.24, 0.80]], "mulliken_charge": [-0.94, 0.41, 0.19, 0.31, 0.32, -0.10, 0.33, 0.03, -0.47, -0.71, 0.21, 0.32, 0.10]}

---

#Q
{"formula": "C3H8P2", "method": "ωB97M-V with the def2-TZVPD basis set", "homo_lumo_gap_ev": 9.31, "e_homo_ev": -9.21, "multiplicity": 1, "lumo_energy_ev": 0.104, "smiles": "C=PC.C=P", "species": ["P", "H", "H", "H", "H", "H", "C", "C", "H", "H", "H", "P", "C"], "coordinates": [[-1.22, -0.25, 4.38], [-2.59, -0.29, 4.60], [0.66, 2.09, -2.99], [0.17, -1.36, -0.06], [-0.06, -1.29, -1.92], [1.11, 0.35, -3.47], [-0.98, -0.63, 2.80], [1.20, 1.19, -2.73], [2.31, 1.36, -3.06], [-1.87, -0.81, 2.06], [-0.15, -0.24, 2.35], [1.11, 0.73, -0.96], [0.31, -0.85, -1.00]], "mulliken_charge": [-0.12, 0.01, 0.30, 0.24, 0.23, 0.28, -0.31, -0.88, 0.27, 0.22, 0.19, 0.09, -0.51]}

---

Last place for stability: #Q

---

#P
{"formula": "C3H2NO4", "method": "ωB97M-V with the def2-TZVPD basis set", "homo_lumo_gap_ev": 5.80, "e_homo_ev": -1.95, "multiplicity": 1, "lumo_energy_ev": 3.847, "charge": -1, "species": ["C", "C", "O", "N", "O", "C", "H", "O", "H", "O"], "coordinates": [[0.07, -0.63, 0.03], [1.80, 0.72, 0.03], [2.50, 1.69, 0.03], [1.13, -1.42, 0.07], [0.46, 0.73, -0.01], [-2.18, -0.12, -0.35], [-1.88, 0.93, -0.20], [2.24, -0.54, 0.07], [-3.01, -0.36, 0.33], [-1.13, -1.00, 0.02]], "mulliken_charge": [0.72, 0.70, -0.60, -0.49, -0.27, -0.76, 0.08, -0.15, 0.01, -0.23]}

---

#Q
{"formula": "C3H2NO4", "method": "ωB97M-V with the def2-TZVPD basis set", "homo_lumo_gap_ev": [7.83, 7.00], "e_homo_ev": [-3.75, -2.86], "multiplicity": 1, "lumo_energy_ev": [4.085, 4.146], "charge": -1, "species": ["N", "O", "O", "C", "O", "H", "O", "C", "H", "C"], "coordinates": [[-0.04, -2.26, 0.55], [1.58, 1.54, 0.96], [-0.12, -1.83, -0.73], [0.61, 1.47, 0.25], [-0.06, -1.08, 1.34], [-1.27, 0.62, 0.66], [0.16, 2.06, -0.73], [-0.44, -0.56, -0.89], [-0.01, -0.05, -1.84], [-0.41, 0.09, 0.43]], "mulliken_charge": [-0.12, -0.64, -0.14, 0.48, -0.28, 0.26, -0.67, -0.24, 0.27, 0.09]}

---

Last place for stability: #Q

---

#P
{"formula": "CH3ClN2", "method": "ωB97M-V with the def2-TZVPD basis set", "homo_lumo_gap_ev": 10.65, "e_homo_ev": -9.80, "multiplicity": 1, "lumo_energy_ev": 0.856, "smiles": "ClN1CN1", "species": ["C", "N", "H", "Cl", "H", "H", "N"], "coordinates": [[-0.51, 0.51, -0.06], [-0.19, -0.90, -0.33], [-0.55, -1.79, -0.09], [2.22, 0.23, -0.11], [-1.13, 0.82, 0.79], [-0.44, 1.29, -0.80], [0.61, -0.15, 0.60]], "mulliken_charge": [-0.04, -0.39, 0.22, -0.14, 0.23, 0.25, -0.12]}

---

#Q
{"formula": "CH3ClN2", "method": "ωB97M-V with the def2-TZVPD basis set", "homo_lumo_gap_ev": 10.11, "e_homo_ev": -9.42, "multiplicity": 1, "lumo_energy_ev": 0.691, "smiles": "[H]/N=N/CCl", "species": ["N", "H", "C", "N", "Cl", "H", "H"], "coordinates": [[-0.71, -0.24, 0.32], [0.95, 0.92, -1.03], [0.67, -0.10, -0.44], [-1.09, 0.71, 0.98], [0.68, -1.39, -1.55], [1.52, -0.39, 0.31], [-2.03, 0.48, 1.40]], "mulliken_charge": [0.05, 0.28, -0.20, -0.46, -0.15, 0.22, 0.26]}

---

Last place for stability: #P

---

#P
{"formula": "C5H4S", "method": "ωB97M-V with the def2-TZVPD basis set", "homo_lumo_gap_ev": 9.90, "e_homo_ev": -9.19, "multiplicity": 1, "lumo_energy_ev": 0.709, "smiles": "C#CC#CCS", "species": ["C", "C", "S", "C", "H", "H", "C", "H", "H", "C"], "coordinates": [[-0.87, 0.14, -0.02], [1.67, 0.66, -0.11], [2.64, -0.79, -0.20], [0.28, 0.41, -0.17], [-4.36, -0.93, -0.28], [1.93, 1.49, -0.87], [-3.33, -0.67, -0.20], [1.92, 1.19, 0.81], [2.30, -1.25, 1.06], [-2.19, -0.26, -0.03]], "mulliken_charge": [0.60, -0.87, -0.20, 0.02, 0.42, 0.32, -0.42, 0.31, 0.15, -0.32]}

---

#Q
{"formula": "C5H4S", "method": "ωB97M-V with the def2-TZVPD basis set", "homo_lumo_gap_ev": 9.90, "e_homo_ev": -9.30, "multiplicity": 1, "lumo_energy_ev": 0.604, "smiles": "C#CC#CCS", "species": ["C", "H", "S", "C", "H", "C", "C", "C", "H", "H"], "coordinates": [[0.14, 0.23, 0.02], [1.81, 1.26, -0.85], [2.58, -0.90, 0.03], [-1.04, -0.07, 0.04], [1.73, 1.21, 0.96], [-2.40, -0.38, -0.01], [-3.57, -0.64, 0.03], [1.54, 0.60, 0.02], [-4.53, -1.04, -0.03], [3.75, -0.28, -0.21]], "mulliken_charge": [-0.14, 0.30, -0.21, 0.00, 0.27, -0.19, -0.29, -0.35, 0.48, 0.13]}

---

Last place for stability: #P

---

#P
{"formula": "C3H10NO4", "method": "ωB97M-V with the def2-TZVPD basis set", "homo_lumo_gap_ev": 8.56, "e_homo_ev": -4.93, "multiplicity": 1, "lumo_energy_ev": 3.631, "charge": -1, "species": ["H", "H", "H", "H", "H", "O", "C", "H", "C", "H", "H", "N", "H", "O", "H", "C", "O", "O"], "coordinates": [[2.90, 0.39, 0.17], [0.63, 1.78, -1.29], [-0.88, 2.08, -2.08], [0.69, -2.72, 0.31], [-0.92, -0.62, -0.97], [-0.25, -2.80, 0.14], [-0.88, 0.41, -0.63], [0.22, 1.39, 0.80], [-0.80, 0.09, 1.85], [-0.68, -2.14, 0.72], [0.08, 0.73, -2.59], [-0.09, 0.44, 0.60], [1.64, -0.39, 0.38], [-1.58, -0.89, 1.76], [-1.93, 0.70, -0.48], [-0.25, 1.29, -1.72], [2.61, -0.53, 0.23], [-0.50, 0.80, 2.81]], "mulliken_charge": [0.27, 0.28, 0.32, 0.30, 0.29, -0.70, -0.30, 0.20, 0.61, 0.35, 0.26, -0.33, 0.43, -0.77, 0.34, -1.05, -0.74, -0.76]}

---

#Q
{"formula": "C3H10NO4", "method": "ωB97M-V with the def2-TZVPD basis set", "homo_lumo_gap_ev": 7.98, "e_homo_ev": -4.15, "multiplicity": 1, "lumo_energy_ev": 3.829, "charge": -1, "species": ["H", "O", "H", "O", "H", "H", "H", "N", "O", "H", "H", "C", "H", "H", "H", "C", "C", "O"], "coordinates": [[-1.22, 1.46, -0.93], [-1.20, -2.86, -2.22], [1.41, 0.24, 1.55], [-1.69, 1.37, -1.80], [-0.99, 0.83, -2.22], [1.00, 2.90, 2.62], [-0.53, -0.94, 1.30], [-0.21, -1.55, -0.70], [1.22, 3.32, 1.77], [1.78, 0.40, -0.25], [-1.85, -2.92, -0.37], [0.28, -1.14, 0.60], [1.02, -1.82, 1.03], [0.46, -1.28, -1.40], [0.65, 2.79, 1.13], [-1.14, -2.44, -1.06], [0.99, 0.36, 0.54], [0.04, 1.29, 0.42]], "mulliken_charge": [0.45, -0.66, 0.22, -0.69, 0.26, 0.27, 0.30, 0.06, -0.69, 0.27, 0.34, -0.78, 0.33, 0.26, 0.39, 0.01, -0.38, -0.96]}

---

#R
{"formula": "C3H10NO4", "method": "ωB97M-V with the def2-TZVPD basis set", "homo_lumo_gap_ev": 8.77, "e_homo_ev": -4.96, "multiplicity": 1, "lumo_energy_ev": 3.806, "charge": -1, "species": ["C", "O", "O", "H", "C", "H", "H", "H", "H", "O", "H", "H", "N", "H", "O", "H", "C", "H"], "coordinates": [[-0.76, -1.06, 1.09], [0.52, 1.44, 0.32], [2.50, -0.97, -2.45], [-1.04, -0.40, -0.87], [-0.52, -1.24, -0.37], [-0.57, -0.06, 1.45], [0.97, -2.48, -1.12], [-0.24, -1.85, 1.70], [-1.87, -1.30, 1.23], [0.88, 0.62, -2.00], [-1.05, 3.64, 1.40], [1.44, 1.64, 0.47], [0.79, -1.50, -0.88], [0.58, 1.20, -0.71], [-1.16, 2.84, 1.95], [-0.67, 2.10, 1.37], [1.37, -0.63, -1.93], [-1.18, -1.99, -0.64]], "mulliken_charge": [-0.86, -0.73, -0.73, 0.38, -0.60, 0.09, 0.24, 0.28, 0.27, -0.74, 0.29, 0.24, -0.27, 0.37, -0.72, 0.44, 0.49, 0.57]}

---

Last place for stability: #Q

---

#P
{"formula": "C3H3IO2", "method": "ωB97M-V with the def2-TZVPD basis set", "homo_lumo_gap_ev": [8.11, 6.22], "e_homo_ev": [-8.59, -7.83], "multiplicity": 1, "lumo_energy_ev": [-0.480, -1.615], "species": ["H", "O", "H", "I", "H", "O", "C", "C", "C"], "coordinates": [[1.15, 0.72, -0.19], [-0.49, 0.82, 2.72], [0.97, 0.95, -1.86], [-1.27, -2.22, 1.19], [1.13, -0.57, -1.08], [-1.63, -0.46, -0.59], [0.15, 0.34, 1.91], [0.72, 0.31, -1.09], [-0.73, 0.11, -1.00]], "mulliken_charge": [0.36, -0.20, 0.33, -0.30, 0.38, -0.26, 0.08, -1.00, 0.61]}

---

#Q
{"formula": "C3H3IO2", "method": "ωB97M-V with the def2-TZVPD basis set", "homo_lumo_gap_ev": [8.04, 6.40], "e_homo_ev": [-7.98, -7.46], "multiplicity": 1, "lumo_energy_ev": [0.063, -1.063], "species": ["I", "C", "C", "H", "C", "H", "O", "H", "O"], "coordinates": [[-1.75, -2.83, 0.57], [0.13, -1.83, 1.16], [0.41, 1.51, -0.51], [0.43, 1.83, 0.65], [-0.42, 0.25, -0.61], [1.33, 1.29, -0.84], [-1.13, -0.42, -1.26], [0.10, 2.33, -1.11], [0.90, -2.13, 1.94]], "mulliken_charge": [-0.06, 0.09, -0.94, 0.26, 0.51, 0.32, -0.31, 0.37, -0.24]}

---

#R
{"formula": "C3H3IO2", "method": "ωB97M-V with the def2-TZVPD basis set", "homo_lumo_gap_ev": 9.15, "e_homo_ev": -9.12, "multiplicity": 1, "lumo_energy_ev": 0.033, "smiles": "O=C=C1CO1.I", "species": ["H", "O", "C", "O", "C", "H", "H", "I", "C"], "coordinates": [[-0.60, 0.16, -1.00], [0.16, -0.83, 0.78], [-0.10, -1.94, -0.04], [0.54, -4.21, -0.53], [0.45, -3.10, -0.20], [1.12, -0.30, -1.10], [-1.26, 0.83, 2.98], [-1.68, 2.07, 2.09], [0.26, -0.60, -0.59]], "mulliken_charge": [0.16, -0.28, -0.05, -0.36, 0.43, 0.27, 0.11, -0.12, -0.16]}

---

Last place for stability: #R